1 | ORCA calculation (wB97M-V/def2-TZVPD) on a structure of composition C2H3NO3.

Summary:
HOMO level: -9.641 eV
E_LUMO: -0.0346 Eh
HOMO-LUMO gap: 8.699 eV

Structure (XYZ):
```
9
C2H3NO3 (wB97M-V/def2-TZVPD)
O -1.217 1.866 1.614
C -1.119 1.059 0.712
N -0.018 0.480 0.170
C 0.914 -0.857 -0.726
O 0.082 -1.023 -1.717
O 1.576 -1.416 0.031
H -2.063 0.660 0.314
H 0.814 0.742 0.695
H -0.748 -1.057 -1.198
```

Atom charges from the Löwdin analysis, given in e for atoms 1 to 5: 0.00, -0.46, 0.06, -0.35, 0.15

2 | ORCA calculation (wB97M-V/def2-TZVPD) on a structure of composition C2H3NO3.

Summary:
HOMO level: -9.940 eV
E_LUMO: 0.0299 Eh
HOMO-LUMO gap: 10.755 eV

Structure (XYZ):
```
9
C2H3NO3 (wB97M-V/def2-TZVPD)
C -1.190 -0.427 -0.166
C 0.150 -0.559 0.370
N 1.214 0.983 -0.045
O 0.963 1.465 -1.100
O 1.999 1.258 0.801
O -0.199 -1.293 -0.703
H -2.028 -0.904 0.327
H -1.420 0.429 -0.789
H 0.511 -0.952 1.305
```

Atom charges from the Löwdin analysis, given in e for atoms 1 to 5: -0.09, -0.11, -0.33, 0.08, 0.07

3 | ORCA calculation (wB97M-V/def2-TZVPD) on a structure of composition C2H3NO3.

Summary:
HOMO level: -10.672 eV
E_LUMO: 0.0169 Eh
HOMO-LUMO gap: 11.133 eV

Structure (XYZ):
```
9
C2H3NO3 (wB97M-V/def2-TZVPD)
C 0.887 -0.528 0.881
C -0.233 0.346 -0.605
N -0.081 -0.879 0.100
O 1.686 -0.810 1.703
O 0.707 1.057 -0.011
O -1.560 0.810 -0.414
H 0.097 0.295 -1.627
H -0.152 -1.836 -0.216
H -1.352 1.546 0.189
```

Atom charges from the Löwdin analysis, given in e for atoms 1 to 5: -0.27, -0.58, 0.19, 0.21, 0.00

Which structure loses on stability? 2 does.

1 | ORCA calculation (wB97M-V/def2-TZVPD) on the molecule C2H3NO3.

Summary:
SMILES: O=CNC(=O)O
HOMO level: -11.018 eV
E_LUMO: 0.0188 Eh
HOMO-LUMO gap: 11.530 eV

Structure (XYZ):
```
9
C2H3NO3 (wB97M-V/def2-TZVPD)
O -0.969 1.137 -1.020
C -0.641 1.059 0.144
N 0.076 0.066 0.748
C 0.442 -1.110 -0.038
O 0.906 -2.059 0.532
O 0.447 -0.990 -1.330
H -0.642 1.917 0.857
H 0.281 0.100 1.733
H 0.101 -0.120 -1.626
```

Atom charges from the Löwdin analysis, given in e for atoms 1 to 5: 0.04, -0.31, 0.15, -0.57, 0.12

2 | ORCA calculation (wB97M-V/def2-TZVPD) on the molecule C2H3NO3.

Summary:
SMILES: N#CC(O)(O)O
HOMO level: -11.644 eV
E_LUMO: 0.0133 Eh
HOMO-LUMO gap: 12.007 eV

Structure (XYZ):
```
9
C2H3NO3 (wB97M-V/def2-TZVPD)
N 0.582 1.918 1.709
C 0.023 0.970 1.004
C -0.259 -0.146 0.052
O -0.146 -1.396 0.734
O 0.764 0.007 -0.906
O -1.500 -0.103 -0.666
H 0.343 -1.988 0.142
H 1.625 0.398 -0.532
H -1.431 0.341 -1.539
```

Atom charges from the Löwdin analysis, given in e for atoms 1 to 5: 0.14, -0.02, -0.64, 0.06, 0.02

Which structure loses on stability? 2 does.

1 | ORCA calculation (wB97M-V/def2-TZVPD) on the molecule C6H10S2.

Summary:
SMILES: C[C@@]12CSC[C@H]1[C@H]2S
HOMO level: -8.637 eV
E_LUMO: 0.0253 Eh
HOMO-LUMO gap: 9.325 eV

Structure (XYZ):
```
18
C6H10S2 (wB97M-V/def2-TZVPD)
C 1.115 -0.089 1.235
C -0.072 -0.549 0.399
C -1.367 -0.455 1.210
S -1.675 1.408 1.101
C -0.493 1.688 -0.341
C -0.445 0.262 -0.838
C 0.301 -1.057 -0.980
S 1.992 -1.242 -1.532
H 1.564 -0.951 1.727
H 1.924 0.370 0.630
H 0.813 0.623 2.013
H -2.182 -0.973 0.773
H -1.291 -0.732 2.252
H -0.957 2.362 -1.024
H 0.423 2.075 0.024
H -1.457 0.032 -1.130
H -0.347 -1.798 -1.462
H 2.193 -2.462 -1.018
```

Atom charges from the Löwdin analysis, given in e for atoms 1 to 5: -0.09, -0.51, -0.35, 0.82, -0.36

2 | ORCA calculation (wB97M-V/def2-TZVPD) on the molecule C6H10S2.

Summary:
SMILES: C[C@H]1S[C@H]2CC[C@H]2S1
HOMO level: -8.525 eV
E_LUMO: 0.0259 Eh
HOMO-LUMO gap: 9.229 eV

Structure (XYZ):
```
18
C6H10S2 (wB97M-V/def2-TZVPD)
C 1.639 0.194 1.233
C 1.646 0.611 -0.203
S 1.385 -0.979 -1.194
C -0.535 -0.734 -1.130
C -1.047 -1.045 0.364
C -1.690 0.383 0.287
C -0.875 0.722 -1.057
S 0.443 1.944 -0.788
H 1.786 1.116 1.844
H 2.615 -0.565 1.157
H 0.808 -0.534 1.414
H 2.579 0.957 -0.520
H -0.909 -1.211 -2.157
H -1.844 -1.775 0.152
H -0.310 -1.555 1.088
H -1.230 0.956 1.130
H -2.859 0.479 0.216
H -1.602 1.036 -1.835
```

Atom charges from the Löwdin analysis, given in e for atoms 1 to 5: -0.20, -0.87, 0.80, -0.52, -0.19

Which structure loses on stability? 2 does.

1 | ORCA calculation (wB97M-V/def2-TZVPD) on a structure of composition C5H8O4.

Summary:
HOMO level: -8.312 eV
E_LUMO: 0.0248 Eh
HOMO-LUMO gap: 8.988 eV

Structure (XYZ):
```
17
C5H8O4 (wB97M-V/def2-TZVPD)
C 0.944 0.795 0.187
C -1.475 -1.950 0.329
C 1.228 0.937 -1.276
C 0.762 -0.432 0.842
C -1.154 0.571 0.026
O -0.639 -0.904 -0.182
O 1.480 1.765 1.022
O 0.793 -0.996 1.870
O -1.637 1.134 -0.912
H 2.286 2.125 0.629
H -1.448 0.654 1.079
H -1.459 -1.960 1.421
H -2.489 -1.790 -0.037
H -1.091 -2.895 -0.053
H 0.881 0.075 -1.839
H 2.306 1.050 -1.445
H 0.711 1.820 -1.660
```

Atom charges from the Löwdin analysis, given in e for atoms 1 to 5: -0.38, -0.04, -0.02, -0.22, -0.29

2 | ORCA calculation (wB97M-V/def2-TZVPD) on a structure of composition C5H8O4.

Summary:
HOMO level: -9.338 eV
E_LUMO: 0.0259 Eh
HOMO-LUMO gap: 10.044 eV

Structure (XYZ):
```
17
C5H8O4 (wB97M-V/def2-TZVPD)
C 1.310 -0.429 -0.512
C 1.029 1.161 -0.256
C -1.293 0.798 0.472
C -1.977 -0.445 -0.323
C 0.019 -0.735 -0.075
H 2.564 -1.508 0.489
H 1.604 -0.617 -1.530
H 1.302 0.894 1.027
H 1.653 2.145 -0.681
H -1.755 1.514 1.223
H -2.803 -0.523 0.338
H -2.448 -0.094 -1.255
H -0.305 -0.226 -1.059
O 2.462 -0.568 0.282
O -0.349 1.623 -0.461
O -1.129 -1.556 -0.181
O -0.277 0.039 1.061
```

Atom charges from the Löwdin analysis, given in e for atoms 1 to 5: -0.30, -0.11, -0.14, -0.13, -0.38

Which structure loses on stability? 2 does.

1 | ORCA calculation (wB97M-V/def2-TZVPD) on a structure of composition C23H31Cl2N4O3Tb.

Summary:
HOMO level (spin up / spin down): -6.057 / -6.149 eV
E_LUMO (spin up / spin down): 0.0034 / 0.0042 Eh
2S+1: 7
HOMO-LUMO gap (spin up / spin down): 6.149 / 6.264 eV

Structure (XYZ):
```
64
C23H31Cl2N4O3Tb (wB97M-V/def2-TZVPD)
O -1.639 -0.925 -2.415
C -1.712 -2.026 -1.855
C -2.918 -2.429 -1.039
C -3.814 -1.474 -0.534
H -3.400 -0.480 -0.370
C -5.140 -1.835 -0.314
H -5.827 -1.062 0.018
C -5.564 -3.144 -0.566
H -6.618 -3.400 -0.417
C -4.652 -4.116 -0.991
H -4.993 -5.131 -1.201
C -3.324 -3.755 -1.199
H -2.600 -4.501 -1.529
H -0.993 -2.947 -2.010
C 0.847 -3.289 -0.556
C -0.057 -2.431 0.180
H 0.532 -4.346 -0.710
H 1.764 -3.309 0.098
H 1.116 -2.920 -1.556
C -0.770 -2.549 1.266
C -0.369 -3.550 2.318
H -1.708 -2.045 1.483
H -0.910 -4.481 2.163
H -0.588 -3.177 3.316
H 0.695 -3.771 2.267
Tb 0.979 -0.887 1.443
Cl -1.251 -0.181 2.873
Cl 3.116 -2.000 2.248
C 1.463 1.551 2.796
O 1.580 1.242 1.563
N 2.062 2.654 3.142
C 2.933 3.315 2.180
C 2.121 3.039 4.512
H 0.852 0.981 3.544
H 2.747 2.944 1.158
H 3.974 3.116 2.475
H 2.677 4.373 2.239
H 1.330 2.516 5.048
H 1.978 4.112 4.555
H 3.087 2.746 4.928
H 4.600 -0.098 -2.282
H 3.154 -0.307 -4.795
C 4.022 -1.025 -2.131
C 2.653 -1.094 -4.220
N 2.715 -0.883 -2.780
H 3.855 -1.212 -1.064
C 1.630 -0.529 -2.081
O 1.573 -0.564 -0.807
H 1.611 -1.126 -4.547
H 0.757 -0.182 -2.659
H 4.554 -1.854 -2.621
H 3.153 -2.031 -4.499
N -0.103 4.967 -3.760
C -0.300 4.475 -2.717
C -0.591 3.899 -1.428
C -1.053 4.683 -0.354
C -1.405 4.050 0.833
C -1.243 2.653 0.901
N -0.784 1.924 -0.105
C -0.451 2.512 -1.246
H -1.115 5.769 -0.469
H -1.805 4.587 1.690
H -1.508 2.101 1.809
H -0.083 1.867 -2.056
```

Atom charges from the Löwdin analysis, given in e for atoms 1 to 5: 0.00, -0.23, -0.21, -0.02, 0.12

2 | ORCA calculation (wB97M-V/def2-TZVPD) on a structure of composition C23H31Cl2N4O3Tb.

Summary:
HOMO level (spin up / spin down): -6.100 / -6.034 eV
E_LUMO (spin up / spin down): -0.0119 / -0.0118 Eh
2S+1: 7
HOMO-LUMO gap (spin up / spin down): 5.775 / 5.713 eV

Structure (XYZ):
```
64
C23H31Cl2N4O3Tb (wB97M-V/def2-TZVPD)
O 0.250 -0.006 -4.390
C -0.494 0.394 -5.276
C -0.277 1.638 -6.082
C 0.845 2.443 -5.819
H 1.550 2.146 -5.037
C 1.051 3.612 -6.557
H 1.924 4.237 -6.347
C 0.143 3.981 -7.563
H 0.305 4.897 -8.137
C -0.971 3.171 -7.832
H -1.676 3.454 -8.616
C -1.177 2.002 -7.096
H -2.033 1.355 -7.293
H -1.405 -0.178 -5.563
C -2.625 1.963 0.413
C -2.172 1.085 1.501
H -3.512 2.551 0.665
H -2.859 1.378 -0.485
H -1.818 2.654 0.139
C -2.692 0.696 2.636
C -4.028 1.140 3.235
H -2.189 -0.025 3.310
H -4.529 1.920 2.635
H -3.866 1.522 4.253
H -4.705 0.278 3.332
Tb 0.107 0.098 0.883
Cl 1.290 2.380 1.022
Cl -0.511 -0.215 -1.556
H 3.823 0.055 -2.176
H 5.443 1.022 -0.542
C 2.995 0.204 -1.473
C 4.606 1.202 0.138
N 3.550 0.233 -0.116
H 2.255 -0.592 -1.586
C 3.051 -0.451 0.902
O 1.997 -1.164 0.836
H 4.942 1.083 1.172
H 3.584 -0.323 1.856
H 2.514 1.165 -1.697
H 4.241 2.226 -0.006
H -1.619 -5.186 2.414
H -0.404 -5.938 0.155
C -2.067 -4.385 1.816
C -0.916 -5.090 -0.311
N -1.205 -4.057 0.680
H -2.219 -3.494 2.428
C -0.731 -2.833 0.503
O -0.963 -1.871 1.291
H -0.279 -4.655 -1.088
H -0.114 -2.664 -0.394
H -3.028 -4.768 1.456
H -1.847 -5.455 -0.759
N 3.571 0.601 7.117
C 2.605 0.376 6.489
C 1.435 0.050 5.714
C 0.271 -0.407 6.352
C -0.666 -1.065 5.574
C -0.434 -1.176 4.196
N 0.499 -0.448 3.560
C 1.457 0.135 4.309
H 0.140 -0.279 7.433
H -1.576 -1.483 5.994
H -1.094 -1.804 3.597
H 2.259 0.665 3.788
```

Atom charges from the Löwdin analysis, given in e for atoms 1 to 5: -0.04, -0.21, -0.19, -0.02, 0.12

Which structure loses on stability? 1 does.